ORCA calculation (ωB97M-V with the def2-TZVPD basis set) on a structure of composition C43H44InN10OPSSe.

Element x y z (Å)
1 In 0.649 0.124 0.183
2 Se 0.007 1.334 3.080
3 S 2.447 -0.296 1.905
4 P 3.030 0.291 -1.469
5 O -0.850 1.032 -1.364
6 N 3.050 1.996 -1.485
7 N -2.578 1.263 4.342
8 N 1.880 -1.580 4.136
9 N 0.442 -2.070 2.468
10 N -2.964 0.414 -1.903
11 N 0.146 -1.870 1.155
12 N -3.219 1.796 0.848
13 N -1.703 3.229 4.452
14 N 1.108 2.331 -0.191
15 N -0.024 -1.523 -1.482
16 C -2.914 3.286 5.119
17 C -1.712 1.788 -3.453
18 C 0.314 4.550 0.236
19 C 6.584 -1.153 -0.031
20 C 0.184 3.192 0.306
21 C 7.486 -0.700 -0.980
22 C 5.693 0.321 -2.209
23 C 1.462 5.073 -0.364
24 C 2.388 4.217 -0.901
25 C 1.491 -1.392 2.869
26 C -0.118 -5.297 0.744
27 C -2.780 -0.142 4.009
28 C -1.818 1.058 -2.143
29 C -5.404 1.030 0.236
30 C 2.168 2.833 -0.829
31 C -3.463 2.057 5.047
32 C -0.144 -1.328 -2.798
33 C -0.782 4.349 4.292
34 C -0.569 -2.630 -0.952
35 C -0.398 -2.834 0.510
36 C 2.426 0.773 -4.187
37 C 2.203 0.360 -5.497
38 C -0.766 -4.128 1.129
39 C -1.772 -4.171 2.089
40 C -1.252 -3.558 -1.724
41 C -0.472 -6.507 1.324
42 C -1.501 1.985 3.974
43 C -3.336 -0.135 -0.600
44 C -5.171 3.006 1.544
45 C 2.787 -0.155 -3.216
46 C -2.136 -5.384 2.652
47 C -1.484 -6.551 2.271
48 C -5.992 2.084 0.916
49 C -0.792 -2.215 -3.639
50 C 7.040 0.041 -2.070
51 C 2.348 -0.976 -5.840
52 C -3.799 2.818 1.478
53 C 2.720 -1.905 -4.872
54 C 2.935 -1.498 -3.566
55 C 5.231 -0.861 -0.156
56 C -1.363 -3.348 -3.091
57 C -4.019 0.926 0.228
58 C 4.781 -0.116 -1.241
59 H -0.681 2.734 0.767
60 H 8.539 -0.928 -0.878
61 H -3.666 0.431 -2.624
62 H -2.259 -3.255 2.400
63 H 2.683 -1.101 4.499
64 H -2.045 1.162 -4.282
65 H 1.426 -2.292 4.683
66 H -1.685 -4.429 -1.254
67 H 0.312 -0.431 -3.197
68 H 1.933 1.087 -6.253
69 H 0.230 3.963 4.224
70 H -1.018 4.907 3.387
71 H 6.930 -1.737 0.812
72 H 3.231 -2.229 -2.819
73 H -1.766 -7.497 2.717
74 H 7.743 0.385 -2.818
75 H -7.069 2.188 0.945
76 H -2.340 2.680 -3.431
77 H 4.532 -1.213 0.591
78 H -2.923 -5.421 3.394
79 H -2.435 -0.490 -0.108
80 H -6.010 0.294 -0.279
81 H 0.042 -7.415 1.034
82 H -3.262 4.185 5.598
83 H -0.459 5.190 0.639
84 H 3.885 2.458 -1.811
85 H 2.313 1.819 -3.925
86 H -3.118 -0.233 2.976
87 H -3.124 3.528 1.945
88 H 2.189 -1.294 -6.863
89 H 0.672 -5.263 0.002
90 H -0.873 5.003 5.155
91 H 5.352 0.862 -3.086
92 H -3.526 -0.551 4.685
93 H -0.679 2.086 -3.611
94 H -1.889 -4.063 -3.712
95 H -3.998 -0.983 -0.763
96 H -1.836 -0.672 4.119
97 H 3.276 4.586 -1.399
98 H 2.847 -2.946 -5.142
99 H 1.617 6.142 -0.424
100 H -4.387 1.674 5.444
101 H -0.835 -2.010 -4.701
102 H -5.579 3.856 2.074

For the gap between HOMO and LUMO, the calculation gives 6.811 eV. The net charge is +2. The value obtained for the energy above the lowest of the compared OMol25 structures with the same formula, charge and spin is 1.0683 eV. Its highest occupied orbital energy is -0.44103 Eh. As for the LUMO energy: -5.19 eV.

ORCA calculation (ωB97M-V with the def2-TZVPD basis set) on a structure of composition C43H44N4O4P2Y.

Element x y z (Å)
1 Y 0.158 0.527 0.251
2 P -1.380 -0.711 2.708
3 P -0.799 2.663 2.181
4 O 2.386 1.711 0.230
5 O 3.193 -0.504 2.835
6 O 4.451 1.309 1.120
7 O 1.284 0.550 2.284
8 N 0.002 2.125 -1.252
9 N -2.400 -0.385 -0.377
10 N -1.185 -2.601 -1.613
11 N 0.177 3.440 -0.725
12 C -5.159 -0.005 -0.598
13 C -2.998 0.680 0.101
14 C 2.626 -1.342 -1.208
15 C -4.569 -1.173 -1.130
16 C 1.744 5.203 -0.681
17 C -2.975 2.850 -3.329
18 C 2.950 -5.731 1.662
19 C -2.775 -1.900 2.670
20 C 1.458 -1.471 -0.307
21 C 5.022 -1.225 -1.529
22 C -1.911 3.077 -2.475
23 C -3.164 -1.317 -1.022
24 C 2.463 -1.068 -2.570
25 C 3.252 -5.614 -0.713
26 C 2.563 -4.412 -0.745
27 C -2.155 3.843 1.831
28 C -3.347 -3.410 -2.221
29 C 3.454 -6.277 0.490
30 C 3.910 3.500 -0.522
31 C 2.058 -3.846 0.427
32 C 1.291 -2.579 0.435
33 C -2.185 0.679 3.624
34 C 1.461 3.806 -0.598
35 C -1.286 1.907 3.795
36 C -5.352 -2.157 -1.770
37 C -4.735 -3.257 -2.298
38 C 3.269 1.153 1.117
39 C -1.169 0.818 -2.874
40 C -3.179 1.616 -3.943
41 C 4.123 4.852 -0.757
42 C 2.532 0.279 2.185
43 C 2.253 -4.534 1.626
44 C 2.626 3.010 -0.358
45 C -2.249 0.607 -3.708
46 C 4.847 -0.986 -2.885
47 C -2.539 -2.465 -1.610
48 C 3.927 -1.408 -0.700
49 C 3.561 -0.908 -3.402
50 C -0.989 2.043 -2.185
51 C -0.309 -1.430 4.003
52 C 0.561 3.761 2.687
53 C 3.020 5.706 -0.767
54 C -4.378 0.931 0.006
55 H -6.423 -2.017 -1.837
56 H -0.352 1.623 4.287
57 H -2.375 1.420 0.599
58 H -3.216 -2.046 3.659
59 H 3.409 -0.700 -4.454
60 H -3.108 3.314 1.756
61 H -0.805 -3.504 -1.842
62 H 3.997 -7.213 0.512
63 H 0.291 4.364 3.558
64 H -2.882 -4.281 -2.667
65 H 0.881 5.852 -0.769
66 H -0.446 0.019 -2.733
67 H 4.071 -1.588 0.359
68 H -5.316 -4.025 -2.793
69 H 0.315 -2.214 3.575
70 H -1.764 4.037 -2.004
71 H -0.891 -1.831 4.835
72 H 5.129 5.227 -0.888
73 H -3.549 -1.548 1.985
74 H -1.928 4.295 0.863
75 H -3.670 3.662 -3.519
76 H -2.419 -2.864 2.302
77 H 0.487 -2.596 1.179
78 H 2.418 -3.899 -1.687
79 H -3.090 0.943 3.064
80 H 1.430 3.149 2.927
81 H 4.748 2.832 -0.432
82 H 1.463 -0.982 -2.979
83 H -2.249 4.616 2.596
84 H 3.637 -6.033 -1.635
85 H -6.229 0.129 -0.699
86 H 5.705 -0.838 -3.530
87 H 6.020 -1.262 -1.109
88 H -0.591 -2.066 -0.993
89 H 3.102 -6.237 2.607
90 H -1.776 2.645 4.439
91 H 0.818 4.415 1.854
92 H -2.356 -0.360 -4.191
93 H -4.777 1.855 0.401
94 H 0.374 -0.660 4.356
95 H -4.020 1.457 -4.607
96 H -2.522 0.311 4.599
97 H 1.870 -4.103 2.545
98 H 3.156 6.775 -0.885

For the gap between HOMO and LUMO, the calculation gives 4.731 eV. The net charge is -1. Its highest occupied orbital energy is -0.10358 Eh. As for the LUMO energy: 1.91 eV.

ORCA calculation (ωB97M-V with the def2-TZVPD basis set) on a structure of composition C43H45AsN7O4S3Tl.

Element x y z (Å)
1 Tl 0.523 0.782 -0.946
2 As -1.452 -2.528 -1.802
3 S -1.064 3.364 -1.978
4 S 2.445 -1.349 1.222
5 S 4.126 4.481 -1.270
6 O 1.266 1.955 1.048
7 O 1.917 4.813 4.765
8 O 1.502 -2.298 0.560
9 O -1.510 1.104 0.800
10 N 1.475 1.296 -3.914
11 N -4.007 2.690 -4.448
12 N -2.890 0.682 -1.783
13 N 2.317 2.828 -5.297
14 N -3.071 1.668 -2.747
15 N -2.949 3.401 -3.946
16 N 2.767 2.367 -1.652
17 C -2.652 -3.033 0.858
18 C -0.851 2.693 3.936
19 C 3.761 -2.378 1.898
20 C 1.645 0.478 4.747
21 C 1.507 2.026 -6.077
22 C 0.991 1.072 -5.190
23 C -5.034 0.527 -3.822
24 C 4.913 -1.797 2.406
25 C -4.000 -2.689 0.964
26 C -1.698 -2.150 0.129
27 C 3.337 3.059 -0.721
28 C 5.914 -2.612 2.912
29 C 1.697 -0.899 2.793
30 C 0.300 1.064 -7.861
31 C 0.562 -1.574 3.206
32 C 0.110 0.092 -5.644
33 C 5.762 -3.993 2.894
34 C -0.056 3.574 4.614
35 C 4.612 -4.560 2.367
36 C -4.466 -4.702 2.196
37 C -2.342 2.818 -2.901
38 C -3.278 -3.054 -2.295
39 C 1.176 2.042 -7.427
40 C -2.230 -4.226 1.445
41 C 1.175 3.936 4.039
42 C -4.899 -3.512 1.625
43 C -0.680 -4.318 -1.649
44 C 0.511 -0.198 5.180
45 C -2.592 0.612 2.807
46 C -3.127 -5.053 2.106
47 C -4.063 1.638 -3.697
48 C -0.226 0.104 -6.982
49 C 2.916 2.966 -2.879
50 C -0.508 2.135 2.686
51 C -0.032 -1.217 4.410
52 C -1.488 1.292 2.019
53 C 3.602 -3.752 1.862
54 C 0.765 2.474 2.110
55 C 3.628 4.125 -2.867
56 C 3.148 5.238 4.216
57 C 2.238 0.134 3.544
58 C 1.570 3.405 2.835
59 C 2.245 2.340 -4.018
60 H -2.076 0.127 -2.041
61 H 3.090 0.692 3.175
62 H -1.808 2.439 4.371
63 H 2.854 3.618 -5.606
64 H -2.675 1.128 -0.889
65 H -2.692 4.287 -4.343
66 H -0.925 -1.732 4.740
67 H 3.567 5.948 4.924
68 H -0.908 -0.642 -7.371
69 H -0.528 -4.729 -2.647
70 H -0.280 -0.647 -4.954
71 H -1.182 -4.499 1.390
72 H -4.521 -0.406 -4.058
73 H -5.738 0.765 -4.614
74 H 2.521 3.659 2.389
75 H 0.012 1.039 -8.903
76 H -0.688 -2.211 0.532
77 H 6.816 -2.169 3.314
78 H 0.041 0.086 6.113
79 H 3.867 4.783 -3.686
80 H 3.003 5.729 3.250
81 H -4.340 -1.758 0.522
82 H -2.473 0.648 3.886
83 H -2.005 -1.105 0.197
84 H -3.556 1.036 2.522
85 H 5.033 -0.720 2.407
86 H -3.645 -3.874 -1.679
87 H -5.166 -5.346 2.713
88 H -3.934 -2.192 -2.172
89 H -2.596 -0.434 2.495
90 H -3.283 -3.355 -3.343
91 H 1.578 2.780 -8.110
92 H -0.350 4.009 5.559
93 H 0.287 -4.234 -1.152
94 H 3.276 2.783 0.322
95 H 2.698 -4.164 1.432
96 H -1.333 -4.983 -1.082
97 H 3.840 4.400 4.093
98 H -5.567 0.379 -2.883
99 H 4.498 -5.637 2.345
100 H -2.777 -5.973 2.557
101 H 0.153 -2.360 2.584
102 H -5.940 -3.224 1.697
103 H 6.548 -4.626 3.285
104 H 2.043 1.299 5.329

For the gap between HOMO and LUMO, the calculation gives 7.526 eV. The value obtained for the energy above the lowest of the compared OMol25 structures with the same formula, charge and spin is 0.0000 eV. Its highest occupied orbital energy is -0.26426 Eh. As for the LUMO energy: 0.34 eV.

ORCA calculation (ωB97M-V with the def2-TZVPD basis set) on a structure of composition C43H46ClIMoN8O4S.

Element x y z (Å)
1 I -0.505 2.202 3.127
2 Mo 0.768 0.011 1.755
3 Cl 2.680 2.752 -6.867
4 S 0.938 -0.977 4.074
5 O -5.121 0.352 -3.462
6 O -0.393 -6.262 5.265
7 O -1.051 -0.965 2.070
8 O 0.675 -6.534 1.503
9 N 1.988 0.908 0.051
10 N 1.662 -1.966 1.134
11 N -0.008 -5.184 3.212
12 N -1.765 2.181 -1.122
13 N -2.382 0.982 -1.156
14 N -1.460 -1.595 3.187
15 N 2.620 2.981 0.927
16 N -0.666 0.703 0.139
17 C 2.724 2.037 -0.035
18 C 2.789 -4.528 1.041
19 C -0.732 1.981 -0.351
20 C -3.767 0.837 -3.413
21 C 4.784 1.529 4.372
22 C 2.476 0.816 2.866
23 C -2.707 -2.119 3.186
24 C -1.065 -2.374 5.369
25 C -2.329 2.808 -4.243
26 C 4.884 0.684 3.312
27 C 3.432 2.976 5.819
28 C -0.386 0.318 -4.608
29 C -3.163 -2.793 4.282
30 C 3.530 1.434 -2.220
31 C 3.543 2.289 -1.157
32 C -0.618 -1.692 4.230
33 C 1.343 2.010 -4.644
34 C 1.000 -3.050 1.576
35 C -4.487 2.321 -5.336
36 C -0.807 -6.168 3.932
37 C 3.466 -3.431 0.536
38 C 1.101 3.303 5.383
39 C -2.907 -0.194 -4.195
40 C 2.379 1.761 3.948
41 C 1.523 -4.324 1.571
42 C -3.633 0.727 -1.867
43 C -3.744 2.291 -3.988
44 C 3.729 0.330 2.582
45 C 0.700 -5.476 2.088
46 C 3.530 2.090 4.718
47 C -0.202 0.141 -5.978
48 C 1.200 2.442 4.332
49 C -1.422 -0.497 -3.874
50 C -2.324 -2.924 5.395
51 C -1.741 0.121 -0.382
52 C 2.249 3.559 6.160
53 C 2.875 -2.183 0.597
54 C 0.405 1.255 -3.958
55 C 2.679 0.318 -2.186
56 C 0.733 0.883 -6.681
57 C 1.503 1.819 -6.006
58 C 1.944 0.113 -1.060
59 C -4.461 3.258 -3.037
60 H 3.872 -0.366 1.773
61 H 2.268 2.725 1.835
62 H -4.159 -3.210 4.270
63 H -0.394 -2.453 6.213
64 H 0.358 -6.862 5.336
65 H -1.838 2.258 -5.046
66 H -4.628 4.207 -3.548
67 H 2.582 -0.351 -3.027
68 H -3.908 -0.299 -1.624
69 H 4.329 3.186 6.388
70 H 3.391 -1.334 0.177
71 H -2.663 -3.453 6.275
72 H 5.839 0.263 3.029
73 H 4.151 1.626 -3.085
74 H 0.230 -4.351 3.730
75 H 4.445 -3.530 0.090
76 H -0.798 -0.594 -6.509
77 H -0.738 -7.105 3.381
78 H 2.180 4.230 7.005
79 H -0.007 -2.897 1.924
80 H -5.453 0.441 -4.363
81 H -4.304 3.283 -5.813
82 H 3.279 3.742 0.913
83 H 3.212 -5.524 1.010
84 H 0.275 1.419 -2.894
85 H -5.436 2.873 -2.732
86 H -4.387 1.379 -1.433
87 H 1.267 -0.728 -1.006
88 H -3.860 3.471 -2.150
89 H -1.272 -1.544 -4.149
90 H 1.940 2.755 -4.134
91 H -2.966 0.052 -5.257
92 H -1.704 2.769 -3.353
93 H 5.653 1.792 4.961
94 H -3.274 -1.960 2.282
95 H -0.011 2.753 -0.136
96 H -2.392 3.852 -4.554
97 H 4.154 3.181 -1.162
98 H 0.870 0.737 -7.744
99 H -1.218 -0.440 -2.808
100 H -3.456 -1.129 -4.073
101 H -1.845 -5.840 3.958
102 H -4.144 1.553 -6.032
103 H 0.167 3.794 5.618
104 H -2.042 -0.900 -0.229
105 H -5.570 2.238 -5.219

Its spin multiplicity is 3. For the gap between HOMO and LUMO (alpha / beta), the calculation gives 7.204 / 6.328 eV. Its expectation value of S² is 2.0230. The net charge is +2. The value obtained for the energy above the lowest of the compared OMol25 structures with the same formula, charge and spin is 0.3810 eV. Its highest occupied orbital energy (alpha / beta) is -0.46549 / -0.46548 Eh. As for the LUMO energy (alpha / beta): -5.46 / -6.34 eV.

no.,strongest force on any atom (eV Å⁻¹)
1,0.627
2,0.763
3,0.304
4,0.680